3 unconnected molecules or ions with the total composition C4H8O2, computed with ωB97M-V with the def2-TZVPD basis set.

The geometry in XYZ format:
```
14
Properties=species:S:1:pos:R:3:forces:R:3
H 2.90847 -0.37793 -0.15440 -0.091 -0.093 -0.009
H -0.91008 -1.67674 -0.44807 -0.125 0.113 0.072
H -2.74714 0.71204 0.23346 0.080 -0.108 -0.065
H 0.64783 2.75999 0.79682 -0.058 -0.061 -0.070
H -1.90972 -1.45766 1.08467 0.021 0.080 -0.132
H 0.58551 0.92048 1.19386 0.024 0.040 -0.092
H -1.74116 0.49120 -1.30475 -0.048 -0.077 0.134
O 1.43648 -1.49373 0.66911 0.295 0.251 -0.394
C 1.99269 -0.98740 -0.27537 -0.080 -0.197 0.247
C -2.05598 0.09869 -0.34074 0.033 -0.153 0.056
C -1.60859 -1.06574 0.11615 -0.106 0.141 -0.077
C 0.74432 1.71658 0.44474 0.110 -0.034 -0.328
H 1.63220 -1.10587 -1.31260 -0.007 -0.054 0.113
O 1.02517 1.46609 -0.70289 -0.047 0.152 0.546
```
Forces are in eV/Å.

Computed properties:
Highest occupied orbital energy (eV): -9.9169
Frontier orbital gap (eV): 10.5503
SMILES: C=C.C=O.C=O
E (eV): -8369.9921
Lowest unoccupied orbital energy (eV): 0.63
Total charge: 0